(1)
Computed, not measured: a cluster of 10 separate species, C41H99N3O10S7 in total at a distorted geometry, with ωB97M-V/def2-TZVPD.

Each line ends with the Löwdin charge.
Geometry (Å):
1 C 0.281 -3.223 -5.579  -0.239
2 S -1.123 -2.029 -5.444  0.836
3 O -1.602 -2.198 -3.988  -0.579
4 C -0.199 -0.460 -5.530  -0.248
5 H 0.726 -2.948 -4.622  0.032
6 H 0.904 -3.193 -6.473  0.054
7 H 0.011 -4.278 -5.528  0.052
8 H -0.850 0.414 -5.509  0.047
9 H 0.372 -0.238 -6.431  0.059
10 H 0.366 -0.557 -4.603  0.029
11 C 2.120 -9.361 1.512  -0.232
12 S 2.350 -7.519 1.685  0.818
13 O 3.543 -7.404 2.630  -0.585
14 C 3.139 -7.054 0.080  -0.242
15 H 1.222 -9.651 2.058  0.041
16 H 2.908 -9.749 2.158  0.044
17 H 2.242 -9.813 0.528  0.051
18 H 2.716 -7.630 -0.743  0.042
19 H 4.183 -7.367 0.060  0.057
20 H 3.120 -5.981 -0.115  0.026
21 C 2.089 -2.393 5.705  -0.261
22 S 2.871 -3.940 6.247  0.830
23 O 3.232 -4.176 7.724  -0.581
24 C 1.656 -5.241 5.531  -0.197
25 H 1.018 -2.581 5.775  0.013
26 H 2.581 -2.240 4.745  0.043
27 H 2.313 -1.721 6.534  0.058
28 H 0.622 -4.927 5.675  0.020
29 H 1.858 -6.162 6.076  0.050
30 H 1.953 -5.210 4.483  0.027
31 C -2.415 -2.489 3.731  -0.279
32 S -3.437 -2.282 5.225  0.859
33 O -4.367 -3.503 5.283  -0.576
34 C -2.030 -2.452 6.517  -0.222
35 H -3.007 -2.567 2.819  0.048
36 H -1.523 -3.114 3.778  0.049
37 H -2.004 -1.526 3.428  0.016
38 H -1.410 -3.322 6.303  0.021
39 H -2.402 -2.584 7.533  0.051
40 H -1.253 -1.700 6.379  0.019
41 C -0.157 1.001 4.831  -0.238
42 S 1.259 2.144 4.402  0.864
43 O 2.380 1.292 3.793  -0.561
44 C 0.381 3.133 3.169  -0.268
45 H -0.967 1.024 4.102  0.036
46 H -0.704 1.300 5.725  0.046
47 H 0.233 -0.008 4.960  0.026
48 H -0.520 3.619 3.543  0.066
49 H 0.050 2.526 2.326  0.036
50 H 1.148 3.750 2.701  0.026
51 C -2.661 -5.422 1.129  -0.239
52 S -2.640 -7.100 0.333  0.869
53 O -3.046 -6.983 -1.148  -0.578
54 C -0.804 -7.283 0.269  -0.283
55 H -1.987 -4.728 0.626  0.019
56 H -2.324 -5.336 2.162  0.056
57 H -3.702 -5.147 0.963  0.035
58 H -0.284 -6.520 -0.310  0.052
59 H -0.583 -8.289 -0.087  0.049
60 H -0.515 -7.005 1.283  0.013
61 C -5.092 -1.557 -2.178  -0.257
62 S -5.132 -2.542 -0.629  0.830
63 O -6.568 -2.300 0.015  -0.586
64 C -5.133 -4.157 -1.527  -0.255
65 H -4.857 -0.542 -1.858  0.003
66 H -5.952 -1.760 -2.817  0.063
67 H -4.267 -1.799 -2.848  0.042
68 H -4.220 -4.498 -2.015  0.052
69 H -5.870 -3.913 -2.292  0.036
70 H -5.474 -4.957 -0.870  0.045
71 C -0.636 -0.181 0.630  -0.003
72 C -0.167 -1.432 -0.140  -0.461
73 C 0.274 -0.903 -1.547  -0.115
74 C 1.802 -0.463 -1.615  -0.169
75 C 2.712 -1.373 -0.876  -0.144
76 C 2.236 -1.757 0.553  -0.457
77 N 0.880 -2.392 0.414  -0.133
78 O 0.386 -3.119 1.384  -0.010
79 C 3.169 -2.910 1.038  -0.024
80 C 2.413 -0.633 1.517  -0.070
81 C -1.347 -2.252 -0.490  -0.075
82 H 0.144 0.480 1.008  0.055
83 H -1.217 -0.454 1.510  0.067
84 H -1.294 0.402 -0.015  0.069
85 H 0.294 -1.855 -2.078  0.088
86 H -0.522 -0.288 -1.967  0.098
87 H 1.750 0.517 -1.141  0.081
88 H 2.134 -0.379 -2.650  0.103
89 H 3.662 -0.845 -0.797  0.124
90 H 2.811 -2.294 -1.451  0.121
91 H 3.094 -3.130 2.103  0.076
92 H 2.831 -3.823 0.548  0.052
93 H 4.209 -2.879 0.711  0.090
94 H 1.780 -0.793 2.389  0.074
95 H 3.397 -0.375 1.910  0.094
96 H 2.123 0.376 1.224  0.049
97 H -1.800 -2.465 0.478  0.061
98 H -1.264 -3.177 -1.060  0.101
99 H -2.071 -1.661 -1.051  0.078
100 H 0.341 -3.985 0.971  0.102
101 C 4.014 7.809 -0.337  -0.069
102 C 3.540 6.542 -1.029  -0.422
103 C 4.759 6.288 -2.000  -0.110
104 C 4.703 4.796 -2.515  -0.186
105 C 4.608 3.791 -1.408  -0.169
106 C 3.399 4.034 -0.470  -0.494
107 N 3.415 5.381 -0.040  -0.073
108 O 2.453 5.625 1.011  -0.022
109 C 2.082 3.618 -1.187  -0.001
110 C 3.822 3.074 0.688  -0.024
111 C 2.237 6.927 -1.893  -0.024
112 H 4.153 8.648 -1.018  0.091
113 H 3.356 8.014 0.507  0.076
114 H 4.967 7.600 0.148  0.080
115 H 4.630 6.853 -2.923  0.115
116 H 5.755 6.380 -1.568  0.114
117 H 3.902 4.730 -3.252  0.101
118 H 5.605 4.533 -3.068  0.106
119 H 5.590 3.706 -0.941  0.118
120 H 4.522 2.760 -1.752  0.117
121 H 1.735 4.302 -1.961  0.061
122 H 1.267 3.549 -0.467  0.067
123 H 2.162 2.664 -1.709  0.068
124 H 3.235 3.200 1.598  0.056
125 H 4.856 3.006 1.026  0.086
126 H 3.741 2.021 0.416  0.068
127 H 2.078 6.231 -2.717  0.050
128 H 1.256 6.839 -1.426  0.065
129 H 2.264 7.918 -2.346  0.075
130 H 2.962 5.890 1.781  0.097
131 C -2.669 1.903 -2.444  -0.037
132 C -3.643 2.913 -1.830  -0.486
133 C -3.117 3.356 -0.432  -0.099
134 C -1.990 4.442 -0.590  -0.174
135 C -2.457 5.640 -1.382  -0.147
136 C -3.017 5.328 -2.822  -0.474
137 N -3.950 4.188 -2.634  -0.057
138 O -4.424 3.789 -3.952  -0.033
139 C -3.652 6.663 -3.343  -0.035
140 C -1.829 5.006 -3.700  -0.049
141 C -4.952 2.194 -1.607  -0.049
142 H -2.812 1.834 -3.523  0.084
143 H -2.991 0.919 -2.102  0.059
144 H -1.608 2.010 -2.219  0.073
145 H -3.922 3.608 0.258  0.117
146 H -2.599 2.511 0.020  0.096
147 H -1.008 4.058 -0.866  0.086
148 H -1.607 4.830 0.354  0.104
149 H -1.540 6.230 -1.387  0.102
150 H -3.069 6.343 -0.817  0.117
151 H -4.023 6.456 -4.346  0.067
152 H -4.649 6.920 -2.985  0.077
153 H -3.061 7.579 -3.364  0.088
154 H -1.067 5.775 -3.579  0.079
155 H -1.298 4.055 -3.653  0.074
156 H -2.039 5.072 -4.768  0.079
157 H -5.463 1.692 -2.429  0.089
158 H -5.618 2.874 -1.077  0.092
159 H -4.565 1.432 -0.931  0.074
160 H -5.323 4.119 -3.898  0.096

Cartesian forces (eV/Å) of the 2 atoms listed first:
C -0.156 0.443 0.620
S -1.511 -0.933 0.322

Properties
E_LUMO = 0.0052 Eh
HOMO-LUMO gap = 0.3076 Eh
HOMO level = -8.23 eV
ΔE to the lowest compared entry with this formula, charge and spin = 35.7 kcal per mole

(2)
Computed, not measured: an isolated molecule of C15H21ClN2O2, with ωB97M-V/def2-TZVPD.

Each line ends with the Löwdin charge.
Geometry (Å):
1 C 0.566 2.478 -1.907  -0.021
2 C -0.494 1.386 -1.905  -0.309
3 C 0.013 -0.036 -2.272  -0.129
4 N 1.017 -0.675 -1.466  -0.157
5 C 2.385 -0.229 -1.603  -0.179
6 C 3.304 -1.317 -1.052  -0.194
7 N 3.008 -1.528 0.352  -0.231
8 C 3.921 -2.470 0.960  -0.107
9 H 3.869 -3.471 0.501  0.087
10 H 3.686 -2.561 2.019  0.082
11 H 4.939 -2.095 0.859  0.082
12 C 1.627 -1.947 0.500  -0.188
13 C 0.694 -0.881 -0.071  -0.169
14 H -0.340 -1.223 0.010  0.129
15 H 0.809 0.042 0.520  0.106
16 H 1.415 -2.084 1.563  0.121
17 H 1.440 -2.903 -0.022  0.127
18 H 4.345 -1.001 -1.146  0.119
19 H 3.162 -2.243 -1.639  0.126
20 H 2.602 -0.061 -2.660  0.123
21 H 2.589 0.696 -1.043  0.114
22 H -0.869 -0.687 -2.263  0.125
23 H 0.386 0.010 -3.298  0.129
24 H -1.279 1.623 -2.638  0.147
25 O -1.095 1.390 -0.606  -0.066
26 C -2.341 0.945 -0.500  -0.459
27 O -3.000 0.560 -1.439  0.108
28 C -2.872 0.954 0.894  -0.124
29 C -4.135 0.379 1.059  -0.010
30 C -4.743 0.314 2.294  -0.070
31 C -4.092 0.830 3.404  -0.071
32 C -2.844 1.407 3.265  -0.108
33 C -2.231 1.472 2.021  -0.576
34 Cl -0.685 2.224 1.951  0.768
35 H -2.330 1.815 4.122  0.102
36 H -4.554 0.786 4.378  0.107
37 H -5.719 -0.135 2.394  0.105
38 H -4.618 -0.012 0.176  0.121
39 H 1.206 2.380 -1.035  0.071
40 H 1.169 2.413 -2.807  0.085
41 H 0.090 3.456 -1.869  0.084

Cartesian forces (eV/Å) of the 2 atoms listed first:
C -0.343 -0.201 0.219
C 0.212 -0.235 -0.867

Properties
E_LUMO = 0.0140 Eh
HOMO-LUMO gap = 0.3164 Eh
HOMO level = -8.23 eV
ΔE to the lowest compared entry with this formula, charge and spin = 9.2 kcal per mole

(3)
Computed, not measured: an isolated molecule of C25H34N4O6 at a distorted geometry, with ωB97M-V/def2-TZVPD.

Each line ends with the Löwdin charge.
Geometry (Å):
1 C -4.270 -2.908 1.282  0.032
2 C -3.461 -2.619 0.283  -0.154
3 C -1.960 -2.667 0.365  -0.144
4 N -1.402 -1.368 0.044  0.003
5 C -0.667 -1.073 -1.034  -0.429
6 O -0.377 0.090 -1.323  0.028
7 C -0.117 -2.193 -1.899  -0.076
8 H -0.894 -2.913 -2.158  0.116
9 C 1.042 -2.910 -1.202  -0.073
10 C 2.370 -2.171 -1.096  -0.455
11 O 3.385 -2.792 -0.857  0.067
12 N 2.341 -0.823 -1.272  0.192
13 C 3.444 -0.007 -1.174  -0.296
14 N 3.305 1.296 -1.260  0.125
15 O 4.548 1.834 -1.147  -0.011
16 C 5.452 0.847 -0.993  -0.330
17 C 4.813 -0.356 -1.000  0.057
18 H 5.216 -1.338 -0.898  0.106
19 C 6.882 1.215 -0.854  -0.001
20 H 7.474 0.323 -0.677  0.087
21 H 7.232 1.706 -1.761  0.088
22 H 7.014 1.910 -0.025  0.085
23 H 1.468 -0.313 -1.399  0.115
24 H 1.263 -3.847 -1.719  0.130
25 H 0.763 -3.165 -0.177  0.111
26 H 0.233 -1.738 -2.829  0.131
27 C -1.718 -0.321 1.022  -0.097
28 C -0.535 0.589 1.285  -0.092
29 C -0.669 1.969 1.293  -0.023
30 C 0.422 2.771 1.553  -0.060
31 C 1.661 2.207 1.785  -0.014
32 C 1.824 0.828 1.791  -0.196
33 C 0.703 0.005 1.582  -0.141
34 O 0.717 -1.369 1.612  -0.094
35 C 1.691 -2.052 2.374  -0.053
36 H 1.295 -3.059 2.514  0.096
37 H 1.837 -1.586 3.350  0.103
38 H 2.648 -2.110 1.852  0.089
39 O 3.036 0.218 1.988  -0.114
40 C 4.148 1.019 2.300  -0.073
41 H 4.982 0.326 2.404  0.101
42 H 4.002 1.559 3.241  0.101
43 H 4.370 1.735 1.504  0.083
44 H 2.507 2.852 1.950  0.107
45 H 0.316 3.845 1.564  0.106
46 H -1.633 2.415 1.110  0.107
47 C -2.999 0.440 0.616  -0.464
48 O -3.974 0.452 1.342  0.067
49 N -2.910 1.015 -0.589  0.137
50 H -2.000 1.001 -1.040  0.109
51 C -3.970 1.783 -1.241  -0.579
52 C -4.339 2.992 -0.378  -0.031
53 H -4.673 2.656 0.600  0.078
54 H -5.139 3.559 -0.847  0.084
55 H -3.477 3.645 -0.253  0.081
56 C -3.421 2.241 -2.591  -0.033
57 H -2.537 2.860 -2.451  0.088
58 H -3.148 1.384 -3.203  0.085
59 H -4.170 2.821 -3.123  0.086
60 C -5.193 0.882 -1.438  -0.033
61 H -4.936 0.029 -2.062  0.080
62 H -5.538 0.520 -0.473  0.076
63 H -5.995 1.436 -1.916  0.083
64 H -1.958 -0.839 1.958  0.168
65 H -1.645 -2.948 1.375  0.132
66 H -1.586 -3.418 -0.330  0.116
67 H -3.853 -2.307 -0.676  0.107
68 H -5.340 -2.855 1.181  0.062
69 H -3.896 -3.208 2.247  0.066

Cartesian forces (eV/Å) of the 2 atoms listed first:
C -0.016 -0.075 -0.017
C 0.173 -0.188 -0.029

Properties
E_LUMO = 0.0246 Eh
HOMO-LUMO gap = 0.3257 Eh
HOMO level = -8.19 eV
ΔE to the lowest compared entry with this formula, charge and spin = 91.9 kcal per mole

(4)
Computed, not measured: a cluster of 6 separate species, C50H75F17N3O7 in total at a distorted geometry, with ωB97M-V/def2-TZVPD.

Each line ends with the Löwdin charge.
Geometry (Å):
1 C 3.190 3.012 9.506  0.036
2 C 1.958 2.377 9.096  -0.066
3 C 1.764 0.783 9.042  -0.380
4 O 2.841 0.112 8.999  0.033
5 O 0.470 0.204 9.090  -0.083
6 C 0.171 -0.512 7.836  -0.159
7 C -0.192 0.509 6.654  -0.157
8 C -1.488 0.045 5.771  -0.179
9 C -1.088 0.288 4.236  -0.232
10 C -2.325 0.464 3.231  -0.176
11 C -1.771 0.859 1.743  -0.120
12 C -0.956 -0.412 1.199  -0.002
13 C 0.622 -0.504 1.170  0.019
14 C 1.452 0.716 1.759  -0.120
15 C 1.793 1.871 0.650  -0.164
16 C 0.903 3.198 0.828  -0.350
17 C -0.251 3.115 -0.331  -0.094
18 C 1.830 4.475 0.392  -0.084
19 C 1.325 -1.782 0.573  0.089
20 C 2.882 -2.002 0.465  -0.251
21 F 3.702 -1.199 1.284  0.069
22 F 3.118 -3.355 0.925  0.055
23 C 3.515 -1.969 -1.017  -0.198
24 F 3.163 -3.179 -1.656  0.089
25 F 4.941 -2.043 -0.816  0.087
26 C 3.264 -0.645 -1.860  -0.191
27 F 3.822 0.431 -1.078  0.079
28 F 1.911 -0.299 -2.076  0.091
29 C 4.040 -0.552 -3.271  -0.171
30 F 3.636 0.719 -3.818  0.081
31 F 5.457 -0.414 -3.113  0.106
32 C 3.621 -1.645 -4.365  -0.166
33 F 3.548 -0.936 -5.617  0.079
34 F 2.313 -2.184 -4.190  0.073
35 C 4.742 -2.790 -4.637  -0.196
36 F 5.756 -2.128 -5.407  0.097
37 F 5.387 -3.242 -3.465  0.102
38 C 4.171 -4.090 -5.388  -0.176
39 F 5.302 -4.958 -5.569  0.091
40 F 3.262 -4.852 -4.580  0.079
41 C 3.576 -3.839 -6.851  -0.323
42 F 2.313 -3.219 -6.882  0.111
43 F 4.425 -3.148 -7.728  0.130
44 F 3.388 -5.138 -7.428  0.088
45 C 0.317 -2.905 0.094  -0.077
46 N 0.736 -4.200 -0.442  0.088
47 C 0.039 -4.555 -1.517  -0.287
48 C 0.007 -3.800 -2.921  -0.023
49 C -0.920 -5.860 -1.391  -0.021
50 C -1.242 -2.726 0.205  0.093
51 N -1.805 -1.504 0.721  -0.123
52 N -3.189 -1.391 0.801  0.079
53 H 4.129 3.083 8.843  0.085
54 H 3.281 3.549 10.524  0.086
55 H 1.088 3.088 8.830  0.104
56 H -0.646 -1.284 8.053  0.132
57 H 1.124 -1.122 7.609  0.135
58 H 0.704 0.485 5.920  0.114
59 H -0.268 1.584 7.026  0.117
60 H -2.423 0.599 6.117  0.119
61 H -1.548 -1.098 5.932  0.115
62 H -0.320 -0.506 3.895  0.123
63 H -0.504 1.289 4.208  0.111
64 H -3.027 1.304 3.607  0.129
65 H -2.997 -0.478 3.197  0.105
66 H -1.146 1.805 1.839  0.093
67 H -2.703 1.083 1.124  0.112
68 H 0.745 1.255 2.501  0.081
69 H 2.356 0.432 2.397  0.128
70 H 1.651 1.507 -0.420  0.096
71 H 2.885 2.175 0.881  0.119
72 H 0.443 3.336 1.864  0.125
73 H -1.226 3.620 0.002  0.076
74 H 0.122 3.480 -1.343  0.091
75 H -0.502 1.985 -0.404  0.064
76 H 1.268 5.058 -0.434  0.075
77 H 1.953 5.204 1.259  0.078
78 H 2.805 4.124 -0.082  0.078
79 H 0.849 -4.231 -3.573  0.093
80 H 0.294 -2.701 -2.718  0.078
81 H -1.010 -3.776 -3.434  0.094
82 H -0.391 -6.835 -1.687  0.086
83 H -1.434 -5.883 -0.373  0.083
84 H -1.763 -5.686 -2.165  0.090
85 H -1.986 -3.539 -0.111  0.138
86 H -3.588 -2.046 1.486  0.125
87 H -3.619 -1.503 -0.129  0.127
88 C -5.704 3.828 -0.505  -0.164
89 C -5.577 2.566 -1.330  -0.168
90 C -4.123 2.611 -1.754  -0.194
91 O -3.406 3.286 -0.710  -0.172
92 C -4.353 3.893 0.181  -0.193
93 H -6.538 3.812 0.199  0.120
94 H -5.829 4.692 -1.166  0.107
95 H -5.755 1.690 -0.696  0.113
96 H -6.267 2.522 -2.175  0.102
97 H -3.995 3.188 -2.676  0.113
98 H -3.699 1.615 -1.906  0.111
99 H -4.353 3.316 1.113  0.112
100 H -4.044 4.916 0.404  0.099
101 C 7.088 -1.977 4.815  -0.176
102 C 6.449 -2.275 3.476  -0.176
103 C 4.995 -2.473 3.858  -0.209
104 O 4.750 -1.643 5.002  -0.142
105 C 6.006 -1.171 5.507  -0.203
106 H 8.036 -1.442 4.740  0.116
107 H 7.264 -2.911 5.358  0.118
108 H 6.547 -1.406 2.816  0.115
109 H 6.877 -3.140 2.967  0.116
110 H 4.798 -3.511 4.148  0.122
111 H 4.310 -2.200 3.054  0.081
112 H 6.087 -0.106 5.263  0.116
113 H 6.031 -1.282 6.594  0.120
114 C -4.330 9.072 -0.519  -0.174
115 C -2.990 9.224 -1.204  -0.175
116 C -2.133 8.232 -0.442  -0.201
117 O -3.003 7.177 -0.011  -0.157
118 C -4.362 7.588 -0.214  -0.218
119 H -5.174 9.400 -1.127  0.117
120 H -4.337 9.645 0.414  0.119
121 H -3.073 8.918 -2.252  0.117
122 H -2.593 10.240 -1.175  0.117
123 H -1.693 8.689 0.450  0.119
124 H -1.328 7.817 -1.054  0.117
125 H -4.761 7.017 -1.061  0.111
126 H -4.954 7.353 0.674  0.120
127 C 2.451 -10.404 -3.433  -0.174
128 C 3.554 -9.391 -3.223  -0.173
129 C 2.779 -8.092 -3.142  -0.210
130 O 1.494 -8.408 -2.587  -0.165
131 C 1.333 -9.835 -2.582  -0.203
132 H 2.727 -11.420 -3.149  0.118
133 H 2.151 -10.413 -4.487  0.118
134 H 4.059 -9.585 -2.271  0.119
135 H 4.307 -9.390 -4.013  0.118
136 H 2.618 -7.662 -4.137  0.111
137 H 3.275 -7.345 -2.517  0.116
138 H 1.411 -10.177 -1.545  0.119
139 H 0.343 -10.095 -2.961  0.118
140 C -8.384 4.492 -5.179  -0.176
141 C -7.046 4.650 -5.864  -0.175
142 C -6.184 3.661 -5.104  -0.210
143 O -7.049 2.601 -4.672  -0.157
144 C -8.410 3.007 -4.876  -0.201
145 H -9.230 4.817 -5.787  0.117
146 H -8.393 5.065 -4.246  0.116
147 H -7.127 4.345 -6.913  0.119
148 H -6.654 5.668 -5.835  0.116
149 H -5.746 4.121 -4.211  0.102
150 H -5.377 3.251 -5.716  0.120
151 H -8.807 2.436 -5.722  0.119
152 H -9.001 2.770 -3.988  0.117

Cartesian forces (eV/Å) of the 2 atoms listed first:
C -0.551 -0.483 -0.549
C -0.304 -0.108 0.464

Properties
E_LUMO = -0.1637 Eh
HOMO-LUMO gap = 0.1924 Eh
charge = +1
HOMO level = -9.69 eV